# 1
Entry from OMol25: a 9-piece molecular cluster, C14H22BrCl25Si overall at a distorted geometry (ωB97M-V/def2-TZVPD).

Structure (XYZ):
```
63
Properties=species:S:1:pos:R:3:nbo_charge:R:1
C 1.63 -2.62 4.77 -0.681
C 0.08 -2.29 4.30 -0.227
Br -0.84 -1.52 5.93 -0.049
C -0.77 -3.58 3.77 -0.891
Si 0.21 -4.45 2.33 1.123
C 0.85 -2.99 1.19 -0.857
C -0.37 -2.15 0.47 -0.446
C 0.31 -0.97 -0.47 -0.360
Cl 0.05 0.74 0.27 -0.124
H 1.99 -1.67 5.39 0.239
H 2.39 -2.72 3.88 0.228
H 1.70 -3.52 5.53 0.235
H 0.09 -1.44 3.49 0.229
H -1.00 -4.36 4.63 0.254
H -1.84 -3.21 3.40 0.253
H 1.43 -5.00 2.96 -0.171
H -0.56 -5.45 1.60 -0.158
H 1.58 -3.42 0.38 0.237
H 1.46 -2.21 1.84 0.236
H -1.01 -2.83 -0.25 0.224
H -1.03 -1.60 1.27 0.239
H -0.06 -1.00 -1.59 0.230
H 1.50 -1.09 -0.53 0.222
Cl 4.86 -3.00 4.59 0.020
C 5.39 -3.03 6.28 -0.278
Cl 6.34 -1.58 6.66 0.010
Cl 3.99 -3.16 7.37 0.026
H 6.02 -3.91 6.43 0.236
Cl -3.01 0.09 1.88 0.018
C -3.99 -0.30 3.30 -0.284
Cl -5.34 0.84 3.46 0.019
Cl -4.59 -1.96 3.20 0.012
H -3.36 -0.22 4.19 0.242
Cl 0.75 1.38 -4.06 0.016
C -0.57 2.16 -3.18 -0.285
Cl -1.07 3.65 -3.98 0.014
Cl -1.95 1.05 -3.02 0.014
H -0.21 2.41 -2.17 0.246
Cl 6.45 3.21 6.12 0.016
C 5.21 1.95 6.05 -0.282
Cl 3.96 2.24 7.27 0.017
Cl 4.49 1.87 4.43 0.013
H 5.68 0.99 6.27 0.232
Cl -4.75 3.24 -6.57 0.005
C -3.60 1.89 -6.67 -0.277
Cl -4.41 0.36 -6.29 0.023
Cl -2.86 1.82 -8.27 0.009
H -2.81 2.05 -5.93 0.238
Cl 10.20 2.74 2.53 0.016
C 8.46 2.89 2.26 -0.281
Cl 7.61 1.43 2.79 0.014
Cl 7.83 4.32 3.11 0.021
H 8.28 3.02 1.19 0.231
Cl -3.10 -0.34 -12.31 0.013
C -4.43 0.43 -11.42 -0.284
Cl -4.92 1.93 -12.23 0.016
Cl -5.80 -0.67 -11.26 0.016
H -4.07 0.69 -10.42 0.235
Cl -8.16 5.71 -8.91 0.019
C -7.63 5.68 -7.22 -0.281
Cl -6.67 7.12 -6.84 0.016
Cl -9.02 5.55 -6.13 0.018
H -6.99 4.80 -7.07 0.228
```

## Properties
Energy relative to the best compared isomer or geometry (same formula, charge and spin) in kcal per mole: 64.8
E in eV: -405852.9891
HOMO in eV: -10.1
Net charge: 0
2S+1: 1
Kohn-Sham gap in eV: 10.28


# 2
Entry from OMol25: C5H10N6O3Pt as an isolated structure (ωB97M-V/def2-TZVPD).

Structure (XYZ):
```
25
Properties=species:S:1:pos:R:3:nbo_charge:R:1
Pt 0.90 0.68 -0.83 0.798
N 2.95 0.70 -0.63 -0.579
N 3.30 0.55 0.73 -0.426
C 2.41 -0.09 1.54 0.642
N 2.81 -0.42 2.75 -0.709
N 1.19 -0.28 0.99 -0.558
N 0.15 -0.87 1.77 0.661
O 0.43 -1.27 2.87 -0.348
O -0.91 -0.93 1.22 -0.315
H 3.29 -0.12 -1.15 0.428
H 3.42 1.52 -1.01 0.441
H 4.27 0.67 0.99 0.438
H 3.75 -0.23 3.06 0.438
H 2.16 -0.88 3.37 0.475
O 0.61 2.49 -3.26 -0.289
C 0.77 1.80 -2.39 0.604
C -4.05 -1.22 -0.96 -0.591
C -3.64 0.22 -1.29 -0.538
C -2.20 0.41 -1.16 0.617
N -1.07 0.50 -1.04 -0.491
H -5.14 -1.28 -1.01 0.258
H -3.74 -1.49 0.05 0.232
H -3.63 -1.92 -1.67 0.232
H -4.11 0.95 -0.62 0.291
H -3.91 0.51 -2.31 0.289
```

## Properties
Energy relative to the best compared isomer or geometry (same formula, charge and spin) in kcal per mole: 0.0
E in eV: -23658.0885
HOMO in eV: -18.3
Net charge: +2
2S+1: 1
Kohn-Sham gap in eV: 10.66